No. 1
Molecular formula: C45H60N8NaPS
Method: DFT, ωB97M-V/def2-TZVPD

The LUMO energy is 0.2 eV. The gap between HOMO and LUMO comes out at 5.11 eV. The spin multiplicity is 1. For the total energy, the calculation gives -84101.3743 eV. For the energy above the lowest of the compared OMol25 structures with the same formula, charge and spin, the calculation gives 62.5 kJ/mol.

```
116
Properties=species:S:1:pos:R:3:forces:R:3
Na 1.1909 0.2310 -0.3145 0.29 -0.01 -0.15
C 5.0103 -2.3762 -0.6263 0.06 0.28 -0.18
C 5.4474 -1.0165 -0.0819 0.02 -0.34 -0.04
N 4.3440 -0.2947 0.5096 -0.08 0.21 -0.09
C 4.7474 0.7648 1.4056 -0.03 0.16 0.09
C 3.5709 1.6757 1.7701 0.36 0.07 0.03
N 2.3361 0.9574 2.0111 -0.52 0.32 -0.05
C 2.3235 0.1650 3.2317 0.16 -0.52 0.14
C 2.3757 -1.3333 2.9345 -0.18 0.12 0.20
C 1.0452 -1.8880 2.4244 0.20 -0.18 0.30
N 0.9612 -1.8695 0.9718 -0.48 0.01 -0.18
C 1.6521 -2.9894 0.3627 0.07 -0.29 -0.26
C 1.7831 -2.8144 -1.1487 -0.08 -0.34 0.30
N 2.7468 -1.7979 -1.5294 -0.20 0.48 -0.40
C 4.0752 -2.3050 -1.8342 0.38 -0.25 0.24
H 4.5306 -2.9345 0.1744 0.06 -0.09 0.08
H 5.9043 -2.9280 -0.9275 0.02 -0.06 0.00
H 5.9513 -0.4448 -0.8840 0.05 -0.02 0.09
H 6.1896 -1.1920 0.7047 0.01 0.08 -0.06
H 3.7477 0.0843 -0.2165 -0.04 -0.18 0.06
H 5.5438 1.4029 0.9790 -0.04 -0.03 0.12
H 5.1544 0.2979 2.3092 0.06 0.03 0.02
H 3.3846 2.3595 0.9435 0.07 0.04 0.06
H 3.8694 2.2831 2.6448 0.02 -0.05 -0.15
H 1.5909 1.6430 2.0655 -0.02 0.00 -0.03
H 1.4131 0.3853 3.7975 0.12 0.05 -0.05
H 3.1775 0.4284 3.8706 -0.01 0.08 0.01
H 2.6646 -1.8632 3.8447 0.03 -0.04 0.03
H 3.1369 -1.4851 2.1753 0.21 -0.15 -0.01
H 0.2313 -1.2788 2.8218 -0.11 0.02 0.04
H 0.9029 -2.9145 2.8067 -0.04 0.10 -0.03
H -0.0183 -1.9637 0.7112 0.09 0.11 -0.02
H 1.1287 -3.9461 0.5569 0.13 0.15 0.06
H 2.6412 -3.0571 0.8087 0.06 -0.09 0.04
H 0.8045 -2.5344 -1.5436 0.04 -0.06 -0.05
H 2.0531 -3.7927 -1.5805 -0.09 0.11 -0.05
H 2.3969 -1.3019 -2.3393 -0.05 -0.05 -0.09
H 4.5368 -1.6598 -2.5856 -0.01 0.04 -0.06
H 4.0173 -3.3189 -2.2673 -0.05 0.16 -0.08
C -2.4358 -0.7945 -4.6395 -0.08 0.11 -0.10
C -2.1688 -2.0820 -3.9296 0.08 0.02 0.05
C -2.2683 -3.2677 -4.6540 -0.04 -0.04 0.00
C -2.0507 -4.5049 -4.0804 -0.01 -0.08 -0.05
C -1.7112 -4.5827 -2.7415 -0.04 -0.17 0.07
C -1.6008 -3.4172 -2.0099 0.02 -0.05 -0.02
C -1.8283 -2.1605 -2.5724 0.40 0.01 0.13
P -1.5311 -0.8055 -1.3339 -0.83 0.00 -0.41
C -2.8425 -1.3139 -0.1376 0.29 0.13 0.21
C -2.4159 -1.2741 1.1895 -0.01 0.05 -0.11
C -3.1454 -1.8488 2.2095 0.00 -0.11 0.26
C -4.3598 -2.4474 1.9235 0.02 0.05 0.07
C -4.8369 -2.4098 0.6267 -0.15 -0.07 0.01
C -4.1030 -1.8562 -0.4149 -0.01 0.11 -0.01
C -4.7090 -1.8436 -1.7838 0.00 -0.03 -0.02
C -2.0756 0.7685 -1.9893 0.19 -0.02 0.49
C -3.2340 1.4036 -1.5549 -0.07 0.08 -0.20
C -3.5137 2.7040 -1.9252 -0.49 0.09 0.33
C -2.5756 3.4123 -2.6881 0.12 -0.06 -0.17
C -1.4047 2.8329 -3.0762 -0.02 0.33 -0.06
C -1.0838 1.4789 -2.7578 -0.17 -0.24 -0.07
C 0.0762 0.8906 -3.1848 0.40 -0.25 -0.10
H -2.7636 -0.9853 -5.6603 -0.02 -0.02 -0.03
H -1.5350 -0.1793 -4.6676 -0.03 0.07 0.00
H -3.2027 -0.2119 -4.1309 -0.02 0.07 -0.04
H -2.5362 -3.2122 -5.6998 -0.03 0.04 -0.10
H -2.1520 -5.4012 -4.6759 0.02 -0.07 -0.03
H -1.5349 -5.5426 -2.2754 0.01 -0.03 0.05
H -1.3390 -3.4800 -0.9590 0.02 -0.03 0.08
H -1.4832 -0.7742 1.4160 0.12 -0.02 0.09
H -2.7415 -1.8678 3.2111 0.03 0.06 0.09
H -4.9366 -2.9255 2.7033 -0.04 -0.03 0.05
H -5.8080 -2.8325 0.4041 -0.08 -0.04 -0.02
H -5.7794 -1.6515 -1.7118 -0.04 0.01 -0.02
H -4.5707 -2.8091 -2.2721 0.03 -0.01 -0.12
H -4.2539 -1.0706 -2.3943 -0.05 0.02 -0.14
H -3.9306 0.8715 -0.9154 -0.04 -0.03 -0.04
H -4.4339 3.1789 -1.6168 -0.09 0.02 0.06
H -2.7865 4.4372 -2.9659 0.02 0.09 -0.03
H -0.6774 3.3983 -3.6439 0.05 0.09 -0.09
H 0.7621 1.4236 -3.8210 0.21 0.12 -0.03
H 0.2410 -0.1719 -3.0714 0.05 -0.21 -0.10
C -1.1669 4.0321 0.1697 0.32 0.51 -0.05
C -0.3944 5.1131 -0.2344 -0.38 -0.40 0.23
C 0.8910 4.8796 -0.6777 0.30 -0.44 -0.10
C 1.3808 3.5677 -0.6874 -1.00 0.45 0.34
N 0.6410 2.5302 -0.2681 0.46 0.42 -0.06
C -0.5914 2.7725 0.1357 -0.43 -0.07 0.14
C 2.7174 3.2692 -1.1888 1.10 -0.12 -0.55
C 3.7311 4.2404 -1.2189 -0.44 -0.20 0.12
C 4.9605 3.9209 -1.7501 0.19 -0.39 -0.22
C 5.1587 2.6424 -2.2663 -0.14 0.33 0.16
C 4.1064 1.7441 -2.1685 0.49 -0.05 -0.21
N 2.9342 2.0223 -1.6347 -0.44 0.37 0.41
H -2.1804 4.1705 0.5088 -0.08 -0.08 0.01
H -0.7911 6.1172 -0.2110 -0.06 0.07 -0.04
H 1.4947 5.7002 -1.0362 0.05 -0.02 -0.03
H -1.1523 1.9079 0.4589 -0.13 0.00 0.05
H 3.5649 5.2213 -0.7990 -0.06 0.02 0.00
H 5.7543 4.6547 -1.7638 0.04 0.02 -0.02
H 6.0983 2.3568 -2.7148 0.03 -0.06 -0.02
H 4.2102 0.7357 -2.5425 0.13 -0.19 -0.07
S -0.6613 2.0754 3.4734 0.61 0.40 -0.32
C -2.0000 1.4251 4.2020 -0.07 -0.20 0.05
N -3.1715 1.3523 3.5517 -0.05 0.02 0.13
C -4.4152 0.9650 4.1755 -0.30 -0.19 0.24
C -4.1375 -0.0724 5.2602 0.11 0.23 -0.04
C -3.0679 0.4557 6.2105 -0.38 -0.13 0.10
N -1.9314 0.9269 5.4519 -0.09 -0.04 0.09
H -3.1850 1.7462 2.6249 0.11 -0.03 0.04
H -5.0694 0.5470 3.4069 0.04 0.05 0.07
H -4.9095 1.8425 4.6149 -0.02 -0.10 -0.06
H -3.7895 -0.9896 4.7892 -0.02 -0.05 0.03
H -5.0486 -0.2902 5.8130 -0.05 -0.02 0.02
H -2.7245 -0.3379 6.8794 -0.09 0.10 -0.01
H -3.4853 1.2672 6.8223 0.05 -0.11 0.00
H -1.0495 1.0356 5.9267 -0.02 0.09 -0.24
```
Positions in Å, forces in eV/Å.

---

No. 2
Molecular formula: C9H36O9
Method: DFT, ωB97M-V/def2-TZVPD

The LUMO energy is 0.5 eV. The gap between HOMO and LUMO comes out at 10.28 eV. The spin multiplicity is 1. For the total energy, the calculation gives -28338.4603 eV. For the energy above the lowest of the compared OMol25 structures with the same formula, charge and spin, the calculation gives 660.5 kJ/mol. The SMILES is CO.CO.CO.CO.CO.CO.CO.CO.CO.

```
54
Properties=species:S:1:pos:R:3:forces:R:3
C -1.5366 0.1299 -0.6017 1.41 1.56 -1.42
O -1.2310 -1.1017 -0.0170 -0.58 -0.13 -0.55
H -2.3271 0.6977 -0.1534 -0.44 0.27 1.16
H -1.9297 0.0962 -1.6304 0.51 -0.93 0.09
H -0.6040 0.8001 -0.6639 -1.24 -0.78 0.13
H -0.9381 -0.8804 0.8713 0.33 0.01 0.59
C 1.7856 2.9385 -0.2818 0.52 0.50 0.22
O 1.3023 3.8876 0.6551 1.54 -1.12 0.77
H 2.5172 2.3200 0.2078 0.05 -0.37 0.50
H 2.3181 3.3327 -1.1190 0.52 1.11 -0.54
H 1.0756 2.3237 -0.7793 -1.27 -0.70 0.12
H 0.5489 4.3581 0.3673 -1.14 0.62 -1.17
C -1.7692 3.7849 -0.3504 -2.22 0.11 0.81
O -1.0541 4.8818 -0.8148 1.55 -0.43 -1.36
H -1.3314 3.2131 0.4647 0.35 0.25 0.17
H -2.0259 3.0690 -1.1199 0.60 0.05 -0.70
H -2.7690 4.1377 -0.0600 0.09 -0.22 0.46
H -1.1281 5.6827 -0.3142 -0.53 0.27 0.66
C -0.1334 1.3590 2.2233 -2.77 -1.40 -0.57
O -0.1337 -0.0712 2.4346 0.16 0.28 -0.18
H 0.2899 1.8760 3.0171 1.18 0.88 1.44
H -1.2192 1.6610 2.1985 0.96 0.13 -0.33
H 0.3526 1.5923 1.2899 0.11 -0.09 -0.08
H -0.6890 -0.2998 3.1977 0.27 -0.01 -0.14
C 1.9110 -0.7757 -0.4385 0.94 -0.32 0.74
O 3.3128 -0.8114 -0.6465 -0.69 3.60 0.31
H 1.5320 -1.7615 -0.4372 -0.47 -1.13 0.59
H 1.3783 -0.3789 -1.2528 -0.39 1.25 -1.26
H 1.6921 -0.2359 0.4914 -0.04 -0.28 -0.21
H 3.6242 -1.6535 -0.7790 0.78 -2.96 -0.46
C 1.2197 -3.2169 1.7360 -1.09 1.32 0.08
O 2.5838 -3.1903 1.9222 1.96 -0.34 -1.49
H 0.7615 -2.2806 1.3698 0.54 -0.29 -0.27
H 0.8911 -3.2539 2.7218 -1.33 -0.52 1.76
H 0.8506 -4.0401 1.1640 -0.18 -0.76 -0.39
H 2.9877 -3.5126 1.0970 0.10 0.38 0.62
C -1.9426 -2.9366 2.8970 -2.96 -0.79 2.35
O -1.4380 -2.2283 4.0051 1.69 0.47 -0.47
H -2.2071 -3.9538 3.1859 0.62 -0.45 -0.11
H -1.4421 -2.9219 2.0021 1.88 0.40 -1.64
H -2.9159 -2.5269 2.7417 -0.91 0.48 -0.88
H -2.0908 -2.3260 4.6820 -0.40 0.02 0.71
C 0.0778 2.6796 -3.5808 -1.60 1.04 1.43
O 0.2370 2.7748 -4.9719 0.07 0.44 -0.02
H 0.1853 1.6740 -3.2499 1.03 -0.90 0.44
H -0.9384 2.8848 -3.1667 -0.02 0.16 -1.01
H 0.6138 3.4453 -2.9814 0.56 -0.73 -0.82
H -0.6182 2.6654 -5.3901 -0.04 -0.01 -0.05
C -0.1958 -3.9720 -1.7660 -1.07 0.16 -1.44
O 0.7151 -3.4757 -2.7773 -0.95 0.45 0.75
H -0.0426 -5.0285 -1.6166 -0.06 -0.42 0.13
H -1.2974 -3.7890 -2.0126 1.51 -0.25 -0.20
H -0.0555 -3.4518 -0.8537 0.42 0.56 0.86
H 1.2401 -4.1910 -3.1163 0.13 -0.46 -0.12
```
Positions in Å, forces in eV/Å.

---

No. 3
Molecular formula: C22H26BrGeN2OReTe
Method: DFT, ωB97M-V/def2-TZVPD

The net charge is +1. The LUMO energy (spin up / spin down) is -3.9 / -3.9 eV. The gap between HOMO and LUMO (spin up / spin down) comes out at 6.64 / 6.80 eV. The spin multiplicity is 2. For the total energy, the calculation gives -164237.9008 eV. For the energy above the lowest of the compared OMol25 structures with the same formula, charge and spin, the calculation gives 126.8 kJ/mol. Its expectation value of S² is 0.773.

```
55
Properties=species:S:1:pos:R:3:forces:R:3
Re 0.3117 -0.5490 0.4737 0.54 1.23 -0.79
Br 3.0836 -1.2385 -6.3765 -0.16 -0.04 0.17
C 1.9983 -1.3272 -4.8211 0.17 0.18 -0.18
C 1.3376 -2.5208 -4.4968 0.20 0.27 -0.11
C 0.6132 -2.6116 -3.3434 -0.32 0.22 0.42
C 0.4898 -1.5166 -2.4488 1.17 0.62 -1.58
O -0.1753 -1.6555 -1.3636 0.04 0.30 2.96
C 1.1036 -0.2749 -2.8417 -0.15 -0.96 0.31
C 0.8747 0.9369 -2.1414 -0.34 0.29 0.34
N 0.4319 1.0617 -0.9188 0.28 -0.91 -0.55
C -0.0438 2.2998 -0.4664 -0.19 0.96 0.12
C 0.3417 3.5336 -0.9543 -0.03 -0.72 0.25
C -0.2527 4.7053 -0.4748 -0.32 0.24 0.28
C -1.2264 4.6612 0.4877 0.16 0.12 -0.14
C -1.6500 3.4255 1.0167 0.17 -0.35 -0.14
C -2.6492 3.3042 2.0054 0.10 -0.35 -0.04
C -3.0230 2.0579 2.4383 -0.08 0.27 -0.18
C -2.3981 0.9329 1.8884 0.02 -0.23 0.07
N -1.4333 1.0105 0.9939 1.45 -1.02 0.25
C -1.0487 2.2337 0.5417 0.11 0.58 -0.27
C 1.8592 -0.2225 -4.0262 0.04 -0.15 -0.22
H 1.4046 -3.3624 -5.1656 0.06 -0.16 -0.07
H 0.1084 -3.5314 -3.0828 -0.04 -0.03 0.02
H 1.0216 1.8370 -2.7380 -0.08 0.02 0.10
H 1.1207 3.6123 -1.6972 0.05 -0.02 -0.07
H 0.0620 5.6530 -0.8847 0.03 0.08 0.03
H -1.6810 5.5665 0.8596 -0.04 0.11 0.00
H -3.1078 4.1962 2.4013 -0.08 0.11 0.09
H -3.7880 1.9271 3.1878 -0.05 -0.02 0.00
H -2.7099 -0.0613 2.1873 0.18 0.03 0.07
H 2.3536 0.7004 -4.2909 0.01 0.12 -0.10
C 3.8096 1.5857 -0.9130 -0.02 -0.40 0.51
Ge 3.8247 0.1573 0.4762 0.20 -0.09 -0.35
C 4.3373 -1.5624 -0.3886 -0.09 0.62 0.26
C 5.0938 0.6341 1.9240 -0.47 -0.11 -0.42
C 2.0527 -0.2055 1.3203 -2.39 -0.67 -1.18
H 4.8340 1.8682 -1.1443 0.10 -0.01 0.02
H 3.2841 2.4661 -0.5566 -0.08 0.15 0.07
H 3.3421 1.2349 -1.8264 0.00 -0.10 -0.12
H 5.2682 -1.4352 -0.9311 0.16 0.03 -0.10
H 3.5732 -1.8833 -1.0901 -0.17 -0.01 -0.13
H 4.4852 -2.3421 0.3495 0.00 -0.13 0.19
H 6.0878 0.7846 1.5181 0.15 0.01 -0.14
H 5.1510 -0.1448 2.6767 -0.05 -0.16 0.08
H 4.7836 1.5542 2.4065 -0.07 0.17 0.08
H 2.2269 -0.4505 2.3730 -0.21 -0.08 0.16
C 1.2552 -4.0009 0.4500 -0.27 0.03 0.19
Te -0.0567 -2.9062 1.7664 -0.02 -0.09 -0.53
C -1.8923 -3.4774 0.7893 0.21 0.02 0.12
H 0.9467 -3.8174 -0.5745 -0.08 0.06 0.00
H 1.2147 -5.0597 0.6817 -0.03 -0.06 0.06
H 2.2611 -3.6216 0.6034 0.02 0.05 0.08
H -1.9495 -4.5614 0.7591 0.04 -0.04 0.04
H -1.9073 -3.0639 -0.2145 0.11 0.02 0.00
H -2.7254 -3.0912 1.3720 0.05 0.02 0.05
```
Positions in Å, forces in eV/Å.

---

No. 4
Molecular formula: C20H38Br2NO3
Method: DFT, ωB97M-V/def2-TZVPD

The net charge is +1. The LUMO energy is -3.7 eV. The gap between HOMO and LUMO comes out at 8.50 eV. The spin multiplicity is 1. For the total energy, the calculation gives -169066.9344 eV.

```
64
Properties=species:S:1:pos:R:3:forces:R:3
C 1.9588 -2.6552 1.6780 -0.22 -0.17 -0.44
C 3.0454 -3.1886 0.7626 0.19 0.33 0.01
C 3.7960 -2.0779 0.0396 0.20 0.15 -0.28
Br 5.4793 -2.8041 -0.6105 0.06 0.23 0.17
C 2.9250 -1.4607 -1.0440 -0.16 -0.55 0.90
N 2.8975 0.0038 -1.2126 0.50 -0.56 0.01
C 2.2271 0.3065 -2.2610 0.16 0.73 -0.33
C 1.9815 1.7160 -2.6079 -0.22 0.16 0.55
C 0.8683 2.2273 -1.6663 -0.35 -0.42 -0.41
C -0.4382 1.4277 -1.8192 -0.35 0.03 0.39
C -1.0037 0.8956 -0.4872 0.41 0.78 0.04
C -2.4766 1.1810 -0.2642 -0.60 -0.94 0.40
C -3.4835 0.1511 -0.8469 0.58 0.36 -0.75
C -2.9158 -0.8971 -1.8123 -0.48 -0.31 0.41
C -2.3685 -2.1497 -1.1365 0.13 0.22 -0.89
O -2.6730 -3.2566 -1.9645 -0.07 -0.07 0.10
C -1.9038 -4.3947 -1.6620 0.16 -0.14 0.03
C 1.7885 -0.9229 -2.9806 0.87 0.12 0.34
C 2.8321 -1.9693 -2.4629 -1.28 1.05 -0.49
Br 4.3502 -1.7255 -3.6355 0.08 -0.38 0.14
H 2.3534 -1.9328 2.3820 0.10 0.06 0.27
H 1.5155 -3.4899 2.2053 -0.12 -0.04 0.29
H 1.1534 -2.1750 1.1242 -0.16 0.09 -0.02
H 3.7781 -3.7114 1.3590 0.14 -0.30 0.13
H 2.6605 -3.8840 0.0211 -0.12 -0.23 -0.02
H 4.0202 -1.3012 0.7621 0.35 0.13 0.14
H 1.9167 -1.6651 -0.6696 -0.16 -0.11 0.07
H 3.3265 0.6778 -0.5891 -0.03 -0.04 0.01
H 1.6943 1.8418 -3.6419 0.02 -0.07 -0.25
H 2.8918 2.2675 -2.3913 0.19 0.19 -0.23
H 0.6736 3.2659 -1.8941 0.16 0.29 0.06
H 1.2121 2.1668 -0.6388 0.13 0.14 0.18
H -1.1915 2.0792 -2.2452 -0.13 0.15 -0.19
H -0.3412 0.6139 -2.5271 0.12 -0.12 -0.28
H -0.4664 1.4230 0.2982 0.06 0.11 0.21
H -0.7723 -0.1518 -0.3284 0.01 -0.35 -0.08
H -2.6324 1.2052 0.8097 -0.06 0.14 0.25
H -2.7383 2.1703 -0.6203 0.17 0.25 -0.09
H -4.2198 0.7102 -1.4111 -0.31 0.11 -0.02
H -4.0287 -0.3777 -0.0734 -0.05 0.00 0.29
H -2.1980 -0.4905 -2.5142 0.16 0.18 -0.12
H -3.7444 -1.2566 -2.4119 -0.20 -0.08 -0.20
H -1.2766 -2.0892 -1.0648 0.15 0.00 0.44
H -2.8318 -2.2597 -0.1559 0.17 -0.19 0.27
H -1.6651 -4.4631 -0.6009 -0.06 0.02 0.20
H -0.9638 -4.4083 -2.2208 0.16 0.16 -0.07
H -2.4458 -5.2892 -1.9394 -0.26 -0.08 -0.10
H 0.7801 -1.1681 -2.6550 -0.30 -0.11 -0.05
H 1.8393 -0.7158 -4.0363 -0.30 -0.29 -0.42
H 2.3705 -2.9461 -2.4424 0.55 -0.50 -0.45
O 0.0790 4.0822 1.5816 -0.08 -0.17 -0.05
C -0.3955 3.5775 2.5666 0.11 0.08 0.19
O -1.7302 3.4589 2.6602 -0.03 -0.05 -0.36
C -2.3898 2.7046 3.6846 -0.09 0.00 0.29
C -2.5849 3.5151 4.9484 0.12 0.11 -0.01
C 0.4714 3.1318 3.7222 -0.02 -0.39 -0.08
H -1.8640 1.7660 3.8700 0.06 0.04 0.00
H -3.3591 2.4437 3.2630 0.04 0.05 -0.12
H -1.6329 3.8088 5.3906 0.01 -0.07 0.03
H -3.1425 2.9394 5.6869 -0.02 -0.01 -0.02
H -3.1359 4.4286 4.7271 -0.06 -0.04 -0.01
H 0.6829 3.9936 4.3531 0.00 0.02 0.01
H 1.4089 2.7550 3.3201 0.05 0.18 -0.04
H 0.0365 2.3418 4.3298 -0.07 0.13 0.07
```
Positions in Å, forces in eV/Å.